Record 1
95
Properties=species:S:1:pos:R:3:forces:R:3:mulliken_charge:R:1 method="wB97M-V/def2-TZVPD" total_charge=+4 homo_lumo_gap_ev=3.723 homo_energy_ev=-18.34 e_tot_ha=-5138.2657 lumo_ev=-14.618
N -5.296489 -1.148325 3.564417 -0.844 -0.924 1.085 -0.471
C -4.551419 -0.223723 4.120878 0.816 0.772 -0.604 -0.591
C -3.897203 0.746265 3.354580 -0.277 0.231 -0.669 -0.218
C -4.110274 0.771372 1.964428 -0.510 -0.983 0.158 0.385
C -4.873592 -0.292018 1.408806 0.201 0.286 0.030 -0.358
C -5.481809 -1.211253 2.264386 0.711 0.869 -0.904 -0.649
C -3.418441 1.745300 1.115418 0.672 -0.583 0.096 -0.680
Zr 0.437889 0.546170 0.049103 -3.280 -0.865 -0.112 -0.117
P 2.625751 0.478523 -1.471363 0.299 -0.168 0.242 1.268
C -3.193462 1.477987 -0.185054 -0.116 -0.777 -0.339 -0.873
C -2.112194 2.026001 -0.989302 0.036 -0.601 0.678 1.139
C -1.984106 1.684416 -2.345201 0.049 -0.537 -0.441 -0.314
C -0.967689 2.215901 -3.135328 -0.095 -0.596 0.069 -0.080
C -0.008840 3.016923 -2.515210 1.216 1.864 -1.338 -0.637
C -0.097365 3.417072 -1.189386 0.471 -0.690 0.214 -0.955
C -1.070848 2.765994 -0.385436 0.418 0.545 0.014 -1.462
Br 1.407889 3.803851 -3.675905 -2.049 0.182 0.769 0.085
H -2.920539 2.588747 1.620431 -0.371 -0.338 -0.206 1.049
H -3.760688 0.645988 -0.653855 0.489 0.760 0.275 0.337
H -3.209051 1.457631 3.801865 -0.327 0.152 0.173 0.506
H -4.959991 -0.452649 0.327265 -0.303 0.319 0.530 0.568
H -4.428525 -0.209086 5.193118 -0.120 -0.253 0.190 0.390
H -6.107795 -1.992343 1.849323 -0.015 -0.108 0.220 0.473
H -2.671127 0.933335 -2.750998 -0.015 0.675 -0.086 0.684
H -1.188865 3.055866 0.655703 -0.106 0.129 -0.125 0.846
H -0.906402 2.002624 -4.216216 -0.020 0.057 0.686 0.518
H 0.588208 4.180767 -0.782256 -0.390 -0.521 -0.264 0.745
P -0.362614 -2.189263 -0.805235 0.064 -1.541 -0.666 1.140
C 3.186809 2.158215 -0.913537 0.151 -0.047 -0.082 0.459
C 4.092341 2.877964 -1.921588 0.171 0.344 -0.426 -1.208
H 3.673328 2.068626 0.071346 0.017 -0.117 -0.316 0.420
H 2.283079 2.782325 -0.735759 0.424 -0.361 -0.141 -0.294
H 4.383896 3.857829 -1.513412 0.081 -0.388 -0.059 0.442
H 4.991623 2.301316 -2.195988 -0.438 0.372 0.267 0.298
H 3.506543 3.099717 -2.826230 0.700 -0.315 0.486 -0.014
C 2.096269 0.555973 -3.204607 -0.634 0.672 -0.387 1.636
C 3.156316 0.403487 -4.295232 0.435 -0.335 -0.233 -1.511
H 1.694007 1.579221 -3.329221 0.110 -0.851 0.191 -1.235
H 1.248849 -0.133839 -3.345974 0.347 0.024 0.052 -0.285
H 2.662639 0.464995 -5.271372 0.008 -0.055 0.194 0.448
H 3.895236 1.210520 -4.272214 -0.127 -0.147 0.103 0.314
H 3.687207 -0.555549 -4.260812 -0.144 0.193 0.008 0.387
C 3.922385 -0.778900 -1.296511 0.354 -0.353 0.431 -0.284
C 5.331546 -0.266774 -1.639225 0.159 0.110 -0.123 -1.436
H 3.658536 -1.648745 -1.927548 -0.086 0.466 0.218 0.440
H 3.885101 -1.135492 -0.249670 0.126 0.073 -0.444 0.432
H 6.058324 -1.079406 -1.502522 -0.233 0.246 -0.040 0.478
H 5.394180 0.075243 -2.686110 0.041 -0.165 0.494 0.301
H 5.614246 0.561984 -0.973438 0.037 -0.296 -0.235 0.376
C 0.519856 -3.648478 -0.040444 0.316 0.466 0.564 -0.872
C 2.043964 -3.574325 -0.147796 0.189 -0.136 -0.103 -1.215
H 0.136795 -4.580670 -0.489559 -0.052 0.527 -0.205 0.629
H 0.221625 -3.714646 1.016551 0.157 0.088 -0.428 0.137
H 2.506363 -4.495233 0.235217 -0.154 0.295 -0.091 0.499
H 2.388749 -3.448396 -1.180975 -0.148 -0.151 0.120 0.311
H 2.458480 -2.732975 0.423254 -0.137 -0.101 0.085 0.126
C -0.151320 -2.543152 -2.593321 0.050 0.248 0.097 -0.871
C -1.092136 -1.705729 -3.453231 -0.139 -0.033 -0.442 -1.282
H -0.308264 -3.617035 -2.758466 -0.114 0.186 0.145 0.647
H 0.894969 -2.368608 -2.852273 0.045 0.103 -0.064 0.498
H -0.820307 -1.804310 -4.506122 -0.063 0.018 0.042 0.448
H -2.138251 -2.009062 -3.371134 0.124 -0.159 0.061 0.340
H -1.076310 -0.639139 -3.211846 0.256 -0.009 0.073 0.088
C -2.130526 -2.720189 -0.567668 -0.419 0.793 0.094 -0.755
C -2.558492 -3.188755 0.824977 -0.021 0.056 0.342 -0.987
H -2.380631 -3.488605 -1.318222 0.515 0.184 0.128 0.622
H -2.712926 -1.836426 -0.861243 -0.196 -0.179 0.077 0.362
H -3.598502 -3.539296 0.804740 0.279 0.055 -0.129 0.427
H -1.951886 -4.011530 1.220405 -0.143 0.104 -0.239 0.376
H -2.531402 -2.377188 1.560269 -0.056 -0.178 -0.247 0.000
C 0.050984 -2.099020 3.356499 -0.525 -0.846 -0.340 -0.838
C -0.697167 -0.906595 2.806444 0.012 -0.211 1.501 1.223
O -0.084204 -0.464193 1.598620 0.681 1.591 -1.186 1.062
P 2.524370 0.411224 2.062174 -1.723 0.861 3.846 0.077
O 2.348456 0.102015 3.637839 1.163 0.605 -4.572 -0.146
C 2.579311 0.971544 4.788074 0.275 0.211 1.486 -0.039
C 1.610541 0.506374 5.823878 -0.529 -0.178 0.367 -1.174
O 1.613992 1.706727 1.694628 0.960 -0.780 0.220 -0.326
C 0.835488 3.268180 2.486807 -0.616 -0.190 0.027 -0.288
C -0.241665 2.819461 3.377923 0.276 -0.739 0.345 -0.125
H -0.106737 -2.929283 2.644022 0.104 0.194 0.699 -0.042
H -0.365317 -2.394646 4.355115 0.553 0.276 -0.865 0.433
H 1.126812 -1.892730 3.383833 -0.333 -0.195 0.383 0.185
H -1.752091 -1.115453 2.637129 0.093 0.028 -0.275 -0.850
H -0.680950 -0.120485 3.569496 0.170 0.347 -0.372 -0.243
H 3.600888 0.759139 5.126961 -0.154 0.188 -0.328 0.339
H 2.476161 2.027447 4.519370 0.025 -0.208 -0.139 0.269
H 0.571169 0.664808 5.519780 0.086 0.016 0.058 0.256
H 1.746300 -0.562814 6.007547 0.039 0.138 0.043 0.349
H 1.769835 1.029316 6.765047 0.066 0.063 0.030 0.439
H 1.740488 3.623817 2.939143 0.472 0.132 -0.049 0.500
H 0.531857 3.759025 1.565806 0.439 -0.248 -0.091 0.261
H -0.891247 2.075602 2.901384 0.043 0.089 0.024 -0.486
H 0.184199 2.419389 4.304644 -0.366 0.067 -0.140 0.241
H -0.917390 3.653114 3.641873 0.399 0.183 -0.187 0.504

=====

Record 2
22
Properties=species:S:1:pos:R:3:forces:R:3:mulliken_charge:R:1 method="wB97M-V/def2-TZVPD" de_lowest_kj_mol=325.4 homo_lumo_gap_ev=9.135 homo_energy_ev=-8.55 e_tot_ha=-478.6915 lumo_ev=0.588
C -1.008716 0.163768 -0.668543 -4.016 -2.731 -0.096 0.815
C 1.363017 0.254813 -0.245631 -0.970 -1.897 0.853 0.102
C -0.441991 -0.808595 1.473477 0.216 0.157 0.282 -1.025
C -1.549259 1.479731 -0.165656 -0.470 -0.407 -0.124 -1.590
C 2.397800 -0.807904 0.001706 0.161 0.252 -0.152 -1.312
N -0.201880 -0.673964 0.047295 4.985 2.565 -1.019 -0.107
O -0.777401 0.225351 -2.016340 0.006 0.043 0.487 -0.481
O -2.398901 -0.979129 -0.434332 0.154 2.294 -0.495 -0.695
O 1.544970 1.309507 0.626043 -0.223 -0.047 0.056 -0.517
H -0.590632 -0.674395 -2.319450 0.049 0.064 0.109 0.423
H -2.188607 -1.829522 -0.840543 0.464 0.279 -0.048 0.273
H 1.130823 2.103501 0.269053 -0.029 -0.089 0.081 0.346
H 1.357845 0.593701 -1.284242 -0.492 -0.266 0.189 0.507
H -0.291835 -1.855200 1.725576 -0.173 -0.034 0.171 0.283
H -1.442038 -0.492984 1.764283 -0.066 -0.247 -0.211 0.389
H 0.249271 -0.212565 2.076708 0.165 0.047 -0.150 0.362
H -2.572357 1.546751 -0.530817 0.027 0.149 -0.071 0.415
H -1.588472 1.535089 0.918318 0.181 -0.094 0.012 0.341
H -0.981394 2.315112 -0.569037 0.107 0.026 -0.082 0.427
H 2.203193 -1.677302 -0.621102 -0.091 -0.028 0.057 0.338
H 2.400860 -1.095166 1.050786 -0.011 -0.058 0.048 0.322
H 3.385704 -0.420597 -0.257549 0.027 0.023 0.105 0.384

=====

Record 3
20
Properties=species:S:1:pos:R:3:forces:R:3:mulliken_charge:R:1 method="wB97M-V/def2-TZVPD" total_charge=+2 homo_lumo_gap_ev=8.222 homo_energy_ev=-16.49 e_tot_ha=-480.1749 lumo_ev=-8.272
Li -1.260000 1.942171 -0.878761 -0.093 0.004 0.262 0.907
Li 1.651417 1.446399 0.874377 -0.602 0.563 0.126 0.905
Li 1.370676 -0.622942 -0.774223 -0.285 -0.543 0.577 0.886
O 0.024280 0.703493 -0.009662 0.494 0.463 -1.276 -1.129
H -0.545790 0.123178 -0.527872 -0.082 -0.550 0.500 0.168
O 2.212643 2.654167 -0.764291 0.112 -0.951 0.328 -0.623
H 1.553075 2.746393 -1.458603 0.114 0.245 -0.093 0.309
H 3.031087 2.418696 -1.226469 0.100 0.463 0.040 0.371
O 0.069193 -0.253083 3.714094 0.061 0.323 -0.522 -0.635
H -0.475379 -0.342176 2.919141 -0.069 -0.302 0.400 0.346
H -0.601390 -0.205724 4.405415 0.174 0.003 0.179 0.326
O 0.530446 -2.277507 -0.025639 -0.112 0.278 -0.925 -0.608
H 0.549486 -3.082728 0.512079 0.269 0.163 0.178 0.291
H 0.085794 -2.558392 -0.841163 -0.110 -0.385 0.233 0.373
O -2.067808 -1.114735 1.999927 0.058 0.143 -0.282 -0.600
H -1.577787 -0.762252 1.250981 -0.052 -0.122 -0.078 0.345
H -2.218492 -2.043593 1.790308 -0.099 -0.007 0.154 0.326
O -1.092033 0.261663 -3.461687 0.170 0.419 0.625 -0.596
H -0.185705 0.323813 -3.147046 0.162 -0.090 -0.398 0.286
H -1.053713 0.643160 -4.350904 -0.209 -0.119 -0.031 0.352